# 1
ORCA calculation (the ωB97M-V functional and the def2-TZVPD basis) on 3 unconnected molecules or ions with the total composition C29H65BFN3O4SSi4.

Last column: Mulliken charge in e.
Element x y z (Å)
1 C 2.196 2.862 2.742  -0.0910
2 C 2.728 3.279 1.716  -0.3846
3 C 2.937 3.871 0.277  -0.4326
4 C 1.840 4.942 -0.175  -0.7736
5 C 0.635 4.396 -1.052  -0.8400
6 C -0.536 3.616 -0.295  1.5249
7 N -0.318 3.840 1.124  0.4912
8 C -0.889 5.004 1.791  -1.0082
9 C -1.002 6.378 1.020  0.0634
10 C -2.091 7.296 1.771  -1.2130
11 C -2.068 3.810 -0.697  0.1681
12 F -2.305 4.401 -2.004  -0.4714
13 C -2.756 2.365 -0.440  0.9023
14 C -3.640 1.780 -1.646  -1.6444
15 B -3.808 2.246 0.804  0.1910
16 C -4.258 0.763 1.331  -0.6180
17 O -4.396 3.353 1.495  -0.6374
18 O -1.659 1.549 0.079  -0.7287
19 C -0.439 2.034 -0.575  -0.7999
20 N -0.495 1.380 -1.881  -0.5731
21 C -0.586 2.016 -2.937  0.3693
22 S -0.189 2.945 -4.236  -0.2465
23 N 0.599 1.268 0.204  0.1809
24 C 1.653 0.696 -0.665  -0.2702
25 C 2.933 0.275 0.242  -1.1709
26 H 1.580 2.526 3.622  0.3483
27 H 3.080 3.094 -0.527  -0.0583
28 H 3.920 4.454 0.335  0.5693
29 H 1.577 5.556 0.728  0.1168
30 H 2.412 5.659 -0.864  0.4422
31 H 0.126 5.217 -1.670  0.5099
32 H 1.147 3.755 -1.854  0.1231
33 H -0.439 3.033 1.737  0.3364
34 H -1.916 4.810 2.273  0.1013
35 H -0.210 5.215 2.695  0.3137
36 H -1.333 6.328 -0.057  0.1709
37 H -0.036 6.972 1.047  0.3419
38 H -2.444 8.125 1.075  0.3414
39 H -2.973 6.683 2.142  0.2515
40 H -1.650 7.808 2.684  0.3478
41 H -2.744 4.465 -0.069  0.3545
42 H -4.730 1.920 -1.320  0.4386
43 H -3.484 0.674 -1.831  0.2315
44 H -3.533 2.353 -2.616  0.3300
45 H -5.247 0.552 0.796  0.2776
46 H -4.485 0.818 2.440  0.2587
47 H -3.478 -0.025 1.125  0.0191
48 H -3.682 3.719 2.059  0.2995
49 H 0.089 0.496 0.646  0.3129
50 H 1.342 -0.290 -1.156  0.3950
51 H 2.062 1.429 -1.432  -0.0044
52 H 3.815 0.914 -0.075  0.2213
53 H 3.206 -0.801 0.021  0.3020
54 H 2.727 0.342 1.348  0.3129
55 O 6.372 -0.927 -4.546  -0.4072
56 Si 4.707 -0.957 -4.542  0.2875
57 C 4.074 -1.599 -2.896  -0.8085
58 C 4.075 -2.081 -5.907  -1.0125
59 C 3.981 0.748 -4.814  -0.8986
60 Si 7.632 -2.001 -4.376  0.4762
61 C 9.293 -1.149 -4.518  -1.0360
62 C 7.542 -3.322 -5.708  -1.0030
63 C 7.553 -2.838 -2.697  -1.0115
64 H 4.359 -2.645 -2.753  0.3848
65 H 2.985 -1.534 -2.848  0.3487
66 H 4.493 -1.016 -2.072  0.1704
67 H 4.490 -1.783 -6.872  0.2747
68 H 2.984 -2.032 -5.969  0.3719
69 H 4.359 -3.119 -5.717  0.2962
70 H 4.294 1.158 -5.778  0.3090
71 H 4.295 1.438 -4.027  0.2335
72 H 2.889 0.697 -4.806  0.2403
73 H 9.402 -0.667 -5.493  0.2864
74 H 10.101 -1.878 -4.405  0.2994
75 H 9.413 -0.387 -3.744  0.2830
76 H 6.648 -3.938 -5.581  0.2895
77 H 8.416 -3.976 -5.661  0.3820
78 H 7.504 -2.864 -6.699  0.2772
79 H 6.656 -3.456 -2.614  0.2922
80 H 7.530 -2.091 -1.898  0.2762
81 H 8.424 -3.479 -2.546  0.3852
82 O -4.113 -4.716 4.057  -0.4002
83 Si -4.595 -3.712 2.819  0.3455
84 C -5.636 -2.305 3.495  -0.9520
85 C -5.619 -4.668 1.569  -1.0176
86 C -3.131 -2.968 1.918  -0.8931
87 Si -4.817 -5.673 5.223  0.4680
88 C -3.535 -6.533 6.281  -1.0382
89 C -5.886 -6.993 4.420  -1.0041
90 C -5.898 -4.634 6.354  -1.0131
91 H -6.574 -2.683 3.911  0.3254
92 H -5.878 -1.590 2.706  0.3541
93 H -5.100 -1.777 4.288  0.2920
94 H -5.070 -5.544 1.213  0.2856
95 H -5.859 -4.038 0.708  0.3726
96 H -6.556 -5.008 2.014  0.3017
97 H -2.506 -3.747 1.475  0.3960
98 H -2.515 -2.373 2.596  0.2748
99 H -3.478 -2.314 1.113  0.1474
100 H -2.894 -7.176 5.672  0.2863
101 H -4.025 -7.156 7.035  0.2995
102 H -2.901 -5.809 6.799  0.2849
103 H -6.734 -6.539 3.901  0.2923
104 H -6.276 -7.682 5.172  0.3813
105 H -5.305 -7.566 3.693  0.2762
106 H -6.742 -4.213 5.803  0.2964
107 H -5.321 -3.810 6.783  0.2752
108 H -6.293 -5.241 7.171  0.3828

Values from the calculation:
HOMO level in eV: -8.691
Structure (SMILES): C#CCCC[C@@]1(NCCC)[C@@H](F)[C@](C)(B(C)O)O[C@]1(N=C=S)NCC.C[Si](C)(C)O[Si](C)(C)C.C[Si](C)(C)O[Si](C)(C)C
Calculated total energy in eV: -89531.357
Kohn-Sham gap in eV: 8.68

---

# 2
ORCA calculation (the ωB97M-V functional and the def2-TZVPD basis) on a molecular structure, C3H4ClNOS.

Last column: Mulliken charge in e.
Element x y z (Å)
1 C -0.191 -1.460 0.916  0.0945
2 C -1.321 0.453 -0.680  -0.8510
3 C 0.124 -0.123 0.476  -0.1405
4 N -0.415 -2.601 1.072  -0.3868
5 O 2.580 -0.767 -0.058  -0.4240
6 S 1.614 0.139 -0.538  0.5141
7 Cl 1.961 2.042 0.420  -0.2490
8 H -2.069 -0.321 -0.735  0.3471
9 H -1.679 1.457 -0.519  0.3059
10 H -0.758 0.534 -1.588  0.3251
11 H 0.154 0.647 1.233  0.4647

Values from the calculation:
HOMO level in eV: -10.714
Calculated total energy in eV: -30068.495
ΔE to the lowest compared entry with this formula, charge and spin in eV: 2.375
Kohn-Sham gap in eV: 10.02

---

# 3
ORCA calculation (the ωB97M-V functional and the def2-TZVPD basis) on a molecular structure, C5H7N.

Last column: Mulliken charge in e.
Element x y z (Å)
1 C -1.068 0.990 -0.995  -1.0966
2 C -0.224 0.130 -0.105  0.4757
3 C -0.407 -1.258 0.341  -0.2606
4 C 0.775 -1.802 0.949  -0.9714
5 C 1.632 -0.723 0.821  -0.1660
6 N 1.066 0.397 0.215  -0.0807
7 H -1.005 2.049 -0.725  0.3388
8 H -0.748 0.877 -2.037  0.2952
9 H -2.115 0.682 -0.932  0.3001
10 H -1.355 -1.761 0.145  0.4374
11 H -0.805 -0.199 1.013  0.1292
12 H 2.665 -0.620 1.145  0.3720
13 H 1.487 1.313 0.135  0.2268

Values from the calculation:
HOMO level in eV: -7.278
Calculated total energy in eV: -6784.428
ΔE to the lowest compared entry with this formula, charge and spin in eV: 4.084
Kohn-Sham gap in eV: 7.81

---

# 4
ORCA calculation (the ωB97M-V functional and the def2-TZVPD basis) on a molecular structure, C4H13N3O.

Last column: Mulliken charge in e.
Element x y z (Å)
1 C 0.996 -0.727 -0.096  -0.3286
2 C 1.479 -0.745 -1.545  -1.4495
3 C -1.490 -0.242 0.813  0.3622
4 N -1.038 -0.496 2.090  -0.4908
5 N 2.025 -0.483 0.929  -0.5740
6 O -2.243 -0.903 0.138  -0.5495
7 H 0.609 -1.725 0.126  0.3693
8 H -0.032 -0.348 2.234  0.3168
9 H -1.349 -1.403 2.410  0.2744
10 H 2.589 0.320 0.667  0.2234
11 H 2.691 -1.253 0.982  0.2179
12 H 1.915 0.217 -1.839  0.2741
13 H 0.615 -0.920 -2.191  0.3144
14 H 2.224 -1.532 -1.727  0.4089
15 C -1.691 1.621 -0.865  -0.8761
16 N -0.988 1.096 0.310  -0.2743
17 H -0.910 1.774 1.065  0.3068
18 H 0.171 0.544 -0.023  0.5406
19 H -1.191 2.528 -1.206  0.3273
20 H -2.737 1.827 -0.641  0.3092
21 H -1.644 0.850 -1.631  0.2974

Values from the calculation:
HOMO level in eV: -7.125
Calculated total energy in eV: -10874.686
ΔE to the lowest compared entry with this formula, charge and spin in eV: 2.991
Kohn-Sham gap in eV: 7.97

---

# 5
ORCA calculation (the ωB97M-V functional and the def2-TZVPD basis) on 2 unconnected molecules or ions with the total composition C5H11NO2.

Last column: Mulliken charge in e.
Element x y z (Å)
1 C -0.621 -2.523 1.349  -1.0815
2 C 0.408 0.275 -1.003  0.5052
3 C -0.178 -1.148 1.726  0.3011
4 O 1.753 0.327 -0.967  -0.4704
5 N 0.762 -0.915 2.576  -0.6157
6 O -0.189 -0.692 -1.440  -0.5595
7 H 2.034 -0.614 -0.992  0.3601
8 H 1.118 -1.788 2.983  0.2407
9 H 0.247 -3.170 1.193  0.3082
10 H -1.240 -2.937 2.150  0.3763
11 H -1.232 -2.479 0.444  0.2754
12 C -0.241 1.626 -0.645  -0.2672
13 C -0.260 2.523 -1.866  -1.2874
14 H 0.757 2.763 -2.192  0.3246
15 H -1.263 1.436 -0.297  0.3245
16 H 0.314 2.089 0.178  0.3848
17 H -0.622 -0.268 1.152  0.1814
18 H -0.767 2.034 -2.704  0.3390
19 H -0.779 3.460 -1.644  0.3604

Values from the calculation:
HOMO level in eV: -9.959
Structure (SMILES): [H]/N=C\C.CCC(=O)O
Calculated total energy in eV: -10948.213
ΔE to the lowest compared entry with this formula, charge and spin in eV: 1.054
Kohn-Sham gap in eV: 10.75

---

Number 1: LUMO level 0.0 eV. Number 2: LUMO level -0.7 eV. Number 3: LUMO level 0.5 eV. Number 4: LUMO level 0.8 eV. Number 5: LUMO level 0.8 eV.